# 1
{
  "formula": "C10H20O3P",
  "method": "ωB97M-V/def2-TZVPD",
  "symbols": ["C", "C", "C", "C", "C", "C", "C", "C", "C", "C", "O", "O", "O", "P", "H", "H", "H", "H", "H", "H", "H", "H", "H", "H", "H", "H", "H", "H", "H", "H", "H", "H", "H", "H"],
  "positions_angstrom": [[-2.300, 0.770, -0.803], [-1.286, 1.529, 2.318], [0.023, -2.968, 1.120], [1.967, 1.527, 0.827], [0.728, -2.000, -2.168], [-0.479, 2.946, -1.526], [-0.873, -1.811, 0.691], [1.643, 0.076, 1.095], [0.600, -0.523, -1.630], [-1.187, 1.091, 0.035], [-2.240, -0.037, -1.718], [-1.020, 0.367, 2.592], [-1.467, 1.966, 1.143], [0.010, -0.368, 0.105], [-3.194, 1.412, -0.547], [-1.229, 2.331, 3.094], [0.551, -3.370, 0.305], [0.676, -2.690, 1.994], [-0.742, -3.689, 1.575], [2.627, 1.712, 1.754], [2.670, 1.808, 0.003], [1.166, 2.247, 0.855], [0.888, -2.643, -1.359], [-0.096, -2.254, -2.718], [1.575, -2.262, -2.893], [-1.518, 3.203, -2.041], [0.145, 2.214, -1.985], [0.036, 3.595, -0.891], [-1.233, -1.357, 1.623], [-1.657, -2.110, 0.000], [1.397, 0.000, 2.238], [2.426, -0.636, 0.744], [-0.131, -0.005, -2.239], [1.524, -0.069, -1.593]],
  "total_charge": 1,
  "e_tot_ha": -959.6910,
  "molar_mass_g_mol": 219.24,
  "orbital_gap_ev": [7.76, 8.65],
  "e_above_lowest_kcal_mol": 55.7,
  "e_homo_ev": [-13.189, -13.336]
}


# 2
{
  "formula": "H24O12",
  "method": "ωB97M-V/def2-TZVPD",
  "symbols": ["H", "H", "H", "H", "H", "H", "H", "H", "H", "H", "H", "H", "H", "H", "H", "H", "H", "H", "H", "H", "H", "H", "H", "H", "O", "O", "O", "O", "O", "O", "O", "O", "O", "O", "O", "O"],
  "positions_angstrom": [[-0.635, 0.247, 0.231], [0.466, 0.187, -0.849], [-2.793, -2.562, 0.118], [-4.340, -2.614, -0.097], [2.102, 4.564, -2.577], [0.667, 4.810, -2.722], [-3.285, 2.003, 0.553], [-2.722, 0.634, 0.714], [0.780, -0.627, 1.834], [0.487, -0.950, 3.298], [0.972, 2.108, 2.519], [0.245, 2.524, 1.359], [3.282, 0.626, -2.577], [3.470, -0.023, -1.134], [-1.555, 0.579, -1.569], [-2.659, -0.244, -1.130], [3.163, 0.739, 3.141], [3.099, -0.329, 1.982], [-5.180, -0.560, -1.185], [-4.285, -0.298, 0.134], [4.994, -3.445, -0.274], [3.663, -2.737, -0.584], [-0.231, -3.480, -1.220], [0.931, -2.853, -1.969], [0.302, 0.307, 0.111], [-3.621, -2.364, 0.501], [1.298, 4.364, -2.083], [-3.375, 1.242, 1.085], [0.953, -0.277, 2.716], [0.225, 2.678, 2.261], [2.910, 0.546, -1.668], [-2.022, 0.289, -0.781], [2.616, 0.124, 2.618], [-4.527, 0.043, -0.701], [4.535, -2.608, -0.475], [0.067, -2.642, -1.581]],
  "e_tot_ha": -917.0429,
  "molar_mass_g_mol": 216.18,
  "orbital_gap_ev": 7.03,
  "e_above_lowest_kcal_mol": 177.3,
  "e_homo_ev": -7.283
}


# 3
{
  "formula": "C24H72N12O4P4",
  "method": "ωB97M-V/def2-TZVPD",
  "symbols": ["O", "P", "N", "C", "C", "N", "C", "C", "N", "C", "C", "H", "H", "H", "H", "H", "H", "H", "H", "H", "H", "H", "H", "H", "H", "H", "H", "H", "H", "O", "P", "N", "C", "C", "N", "C", "C", "N", "C", "C", "H", "H", "H", "H", "H", "H", "H", "H", "H", "H", "H", "H", "H", "H", "H", "H", "H", "H", "O", "P", "N", "C", "C", "N", "C", "C", "N", "C", "C", "H", "H", "H", "H", "H", "H", "H", "H", "H", "H", "H", "H", "H", "H", "H", "H", "H", "H", "O", "P", "N", "C", "C", "N", "C", "C", "N", "C", "C", "H", "H", "H", "H", "H", "H", "H", "H", "H", "H", "H", "H", "H", "H", "H", "H", "H", "H"],
  "positions_angstrom": [[-1.758, 2.286, 0.319], [-2.835, 2.074, 1.334], [-2.259, 1.361, 2.726], [-1.156, 0.376, 2.682], [-3.113, 1.181, 3.943], [-4.067, 0.909, 0.841], [-5.357, 0.810, 1.493], [-4.035, 0.446, -0.601], [-3.611, 3.387, 2.070], [-3.090, 4.239, 3.049], [-4.602, 3.993, 1.205], [-1.463, -0.669, 2.747], [-0.546, 0.631, 3.549], [-0.657, 0.484, 1.720], [-3.368, 0.123, 3.995], [-3.866, 1.969, 3.968], [-2.564, 1.410, 4.856], [-5.700, -0.222, 1.566], [-5.247, 1.204, 2.503], [-6.184, 1.396, 1.090], [-3.683, -0.582, -0.694], [-4.996, 0.484, -1.115], [-3.370, 0.898, -1.337], [-2.068, 4.454, 2.735], [-3.584, 5.194, 2.873], [-3.210, 3.925, 4.086], [-4.982, 3.251, 0.503], [-4.246, 4.941, 0.800], [-5.550, 4.268, 1.667], [3.978, 0.109, 0.787], [4.406, 1.482, 0.256], [3.115, 2.660, 0.048], [1.717, 2.228, -0.216], [3.343, 4.113, -0.291], [5.338, 1.537, -1.209], [5.675, 0.229, -1.867], [5.890, 2.713, -1.832], [5.399, 2.391, 1.381], [4.776, 2.631, 2.730], [6.855, 1.871, 1.602], [1.161, 3.164, -0.157], [1.399, 1.488, 0.518], [1.628, 1.839, -1.230], [4.414, 4.316, -0.315], [2.831, 4.887, 0.281], [3.024, 4.414, -1.289], [6.740, 0.098, -1.677], [4.998, -0.582, -1.599], [5.550, 0.339, -2.944], [5.101, 3.371, -2.197], [6.457, 3.258, -1.077], [6.507, 2.417, -2.681], [4.460, 1.679, 3.156], [5.489, 3.118, 3.396], [3.981, 3.375, 2.692], [7.431, 2.626, 2.138], [7.276, 1.556, 0.647], [6.809, 0.991, 2.244], [-0.897, -3.368, 2.117], [-1.727, -4.475, 2.636], [-3.289, -4.431, 1.945], [-3.731, -3.291, 1.146], [-4.375, -5.183, 2.505], [-2.115, -4.484, 4.363], [-2.003, -3.303, 5.202], [-1.921, -5.703, 5.140], [-1.171, -6.071, 2.123], [0.128, -6.643, 2.564], [-1.463, -6.598, 0.760], [-3.145, -3.179, 0.235], [-3.576, -2.338, 1.651], [-4.809, -3.289, 0.980], [-5.149, -4.635, 3.042], [-3.946, -5.980, 3.113], [-4.910, -5.833, 1.812], [-0.964, -2.980, 5.261], [-2.633, -2.553, 4.723], [-2.352, -3.424, 6.228], [-2.620, -5.651, 5.975], [-2.096, -6.621, 4.579], [-0.890, -5.876, 5.447], [0.132, -7.642, 2.130], [0.977, -5.979, 2.405], [0.032, -6.724, 3.647], [-0.546, -6.602, 0.171], [-2.374, -6.150, 0.363], [-1.685, -7.651, 0.937], [1.718, -0.789, -3.415], [1.236, 0.435, -4.195], [0.631, -0.032, -5.802], [0.453, 0.894, -6.882], [0.276, -1.471, -6.136], [2.470, 1.476, -4.644], [3.153, 2.244, -3.555], [3.408, 1.192, -5.688], [-0.066, 1.429, -3.479], [-1.033, 0.847, -2.619], [-0.641, 2.475, -4.327], [-0.567, 0.972, -7.258], [1.209, 0.767, -7.656], [0.734, 1.863, -6.469], [1.204, -1.960, -6.430], [-0.417, -1.666, -6.955], [0.001, -2.079, -5.275], [2.434, 2.913, -3.082], [3.620, 1.582, -2.825], [3.911, 2.873, -4.022], [3.112, 0.186, -5.986], [3.557, 2.082, -6.299], [4.422, 1.061, -5.312], [-1.907, 0.420, -3.110], [-0.443, 0.224, -1.947], [-1.390, 1.617, -1.935], [-1.313, 3.228, -3.913], [-1.354, 2.204, -5.105], [0.119, 3.135, -4.745]],
  "e_tot_ha": -3281.0891,
  "molar_mass_g_mol": 716.82,
  "smiles": "CN(C)P(=O)(N(C)C)N(C)C.CN(C)P(=O)(N(C)C)N(C)C.CN(C)P(=O)(N(C)C)N(C)C.CN(C)P(=O)(N(C)C)N(C)C",
  "orbital_gap_ev": 8.64,
  "e_above_lowest_kcal_mol": 127.4,
  "e_homo_ev": -7.926
}


# 4
{
  "formula": "CH2N2O2",
  "method": "ωB97M-V/def2-TZVPD",
  "symbols": ["C", "N", "N", "O", "O", "H", "H"],
  "positions_angstrom": [[-0.097, 2.150, 0.046], [1.534, -0.203, 0.008], [0.495, -0.845, 0.063], [0.982, 1.778, -0.101], [2.753, -0.240, 0.052], [-0.966, 1.779, 0.385], [0.498, -1.851, 0.167]],
  "e_tot_ha": -299.0640,
  "molar_mass_g_mol": 74.04,
  "orbital_gap_ev": [7.82, 9.10],
  "e_above_lowest_kcal_mol": 171.2,
  "e_homo_ev": [-8.020, -8.779]
}


# 5
{
  "formula": "C4H12S",
  "method": "ωB97M-V/def2-TZVPD",
  "symbols": ["C", "C", "H", "H", "H", "H", "H", "H", "C", "S", "C", "H", "H", "H", "H", "H", "H"],
  "positions_angstrom": [[0.453, 1.952, 3.649], [0.539, 2.302, 2.143], [-0.112, 2.760, 4.110], [-0.138, 1.046, 3.781], [1.399, 1.823, 4.158], [1.530, 2.578, 1.790], [-0.326, 2.925, 1.936], [0.390, 1.401, 1.535], [-1.020, -0.761, -0.322], [-0.117, -0.586, -1.884], [0.325, -2.315, -2.210], [-2.000, -1.186, -0.528], [-0.346, -1.202, 0.403], [-1.279, 0.242, 0.027], [1.256, -2.537, -1.690], [0.505, -2.319, -3.283], [-0.396, -3.085, -1.944]],
  "e_tot_ha": -557.7515,
  "molar_mass_g_mol": 92.21,
  "smiles": "CSC.CC",
  "orbital_gap_ev": 9.50,
  "e_above_lowest_kcal_mol": 11.9,
  "e_homo_ev": -8.489
}